No. 1
C3H8F2P | ωB97M-V with the def2-TZVPD basis set

Computed properties:
* total charge: +1
* E_HOMO: -0.58909 Ha
* Kohn-Sham gap: 12.479 eV
* LUMO level: -3.55 eV
* E: -17956.8169 eV

Last column: Mulliken charge in e.
Cartesian coordinates (Å):
C 1.2693 0.8102 -0.0208  -0.439
C -0.9021 -1.1138 1.2290  -0.736
C -0.0755 1.3158 -0.5936  -0.487
F -0.3075 1.4535 2.1767  -0.221
F 0.1749 -1.2859 -2.0264  -0.352
P -0.0808 0.4946 0.9800  0.652
H 0.3497 -1.7570 -2.7587  0.351
H 1.6929 -0.0040 -0.6085  0.276
H 2.1294 1.4271 0.1698  0.365
H -0.9712 -1.4521 0.1665  0.241
H -2.0071 -1.1481 1.4467  0.344
H -0.3160 -1.6535 1.9027  0.344
H -0.4250 0.6446 -1.3102  0.302
H -0.5311 2.2686 -0.7532  0.360

Atoms 1-2, force components in eV/Å:
C 1.87 0.08 -1.32
C -1.60 1.48 -2.18

No. 2
C3H8IN4 | ωB97M-V with the def2-TZVPD basis set

Computed properties:
* structure (SMILES): C=N/C(I)=N/[N@@H+](C)N
* total charge: +1
* E_HOMO (alpha / beta): -0.47500 / -0.47496 Ha
* Kohn-Sham gap (alpha / beta): 8.059 / 8.058 eV
* LUMO level (alpha / beta): -4.87 / -4.87 eV
* E: -17289.4659 eV

Last column: Mulliken charge in e.
Cartesian coordinates (Å):
C 1.2942 -0.0859 3.4452  -0.195
N 0.6230 0.2895 2.4819  -0.082
C 0.3606 0.6641 1.2760  0.167
I 0.9112 2.6735 0.6130  0.154
N -0.2079 -0.3750 0.2010  -0.665
N -0.5815 0.0895 -1.1613  0.459
C 0.2511 -0.4908 -2.2247  -0.685
N -1.8644 -0.4701 -1.3974  -0.549
H 2.3515 -0.4034 3.4184  0.257
H 0.9195 0.0362 4.3448  0.316
H -0.5904 1.1473 -1.2535  0.346
H 1.2757 -0.1218 -2.3639  0.303
H 0.3889 -1.5403 -1.8991  0.313
H -0.3522 -0.2574 -3.0942  0.344
H -2.1429 -1.3380 -0.9000  0.287
H -2.6366 0.1827 -1.4861  0.229

Atoms 1-2, force components in eV/Å:
C 3.06 -0.39 -2.68
N -1.17 0.89 -2.54

No. 3
C3H8INOS | ωB97M-V with the def2-TZVPD basis set

Computed properties:
* E_HOMO: -0.34398 Ha
* Kohn-Sham gap: 9.076 eV
* LUMO level: -0.28 eV
* E: -25712.4768 eV

Last column: Mulliken charge in e.
Cartesian coordinates (Å):
C 0.1366 0.5709 1.4003  -1.247
C -0.0643 1.2443 -0.9704  -1.011
C 0.4778 0.2656 -0.0102  -0.195
N -1.1367 -1.4774 -0.8314  -0.520
O 0.6777 -2.2440 0.7428  -0.541
S 0.4867 -1.5672 -0.5035  0.601
I 2.8759 0.3644 -0.2221  0.032
H 0.4801 -0.2505 2.0351  0.420
H 0.6377 1.4944 1.6695  0.415
H -0.9017 0.5537 1.5461  0.380
H 0.4922 0.9813 -1.9106  0.361
H -1.0839 1.0798 -1.1963  0.403
H 0.1897 2.2895 -0.7040  0.347
H -1.7318 -2.3904 -0.8394  0.305
H -1.5359 -0.9145 -0.2058  0.251

Atoms 1-2, force components in eV/Å:
C 1.85 -1.54 0.49
C 2.47 0.06 -2.11

No. 4
C3H8N | ωB97M-V with the def2-TZVPD basis set

Computed properties:
* structure (SMILES): C=C(C)[NH3+]
* total charge: +1
* E_HOMO: -0.56080 Ha
* Kohn-Sham gap: 11.409 eV
* LUMO level: -3.85 eV
* E: -4723.1911 eV

Last column: Mulliken charge in e.
Cartesian coordinates (Å):
C -1.1321 0.8741 -0.5744  -1.004
C -0.0969 0.2192 -0.0820  0.860
C 1.0435 0.6511 0.8051  -1.128
N -0.1116 -1.2584 -0.3928  -0.333
H -1.9490 0.3451 -1.0820  0.185
H -1.4406 1.8966 -0.4370  0.301
H 0.7538 1.5643 1.3331  0.332
H 1.3323 -0.1369 1.5010  0.380
H 1.9350 0.6749 0.1806  0.329
H 0.0472 -1.7387 0.4994  0.379
H 0.6458 -1.5418 -1.0180  0.357
H -1.0275 -1.5495 -0.7329  0.341

Atoms 1-2, force components in eV/Å:
C -1.12 -0.50 -0.02
C -0.49 0.16 0.14